[1]
The following is a DFT calculation (wB97M-V/def2-TZVPD) of C5H4N2 in the gas phase in a non-equilibrium geometry.

## Properties
E_HOMO (Eh): -0.3537
Total charge: 0
Lowest unoccupied orbital energy (eV): -0.01
Kohn-Sham gap (eV): 9.61
Spin multiplicity: 1

Last column: Löwdin charge in e.
Element x y z (Å)
C  3.0389  0.5434  0.0717  0.17
C  1.7808  0.3070  0.1638  -0.24
C  0.3714  0.1079  0.4036  -0.31
C  -0.2940  -1.0247  -0.0204  -0.04
C  -1.6189  -0.5980  -0.1870  -0.15
N  -1.7657  0.6892  0.1102  0.04
N  -0.5415  1.0999  0.4548  0.02
H  1.6882  -0.0415  -0.9004  0.13
H  0.1726  -1.9804  -0.2268  0.11
H  -2.4631  -1.1741  -0.5362  0.10
H  -0.3688  2.0712  0.6667  0.17

---

[2]
The following is a DFT calculation (wB97M-V/def2-TZVPD) of C33H29MoN4O4 as an isolated structure in a non-equilibrium geometry.

## Properties
E_HOMO (Eh): -0.5943
Total charge: +3
Lowest unoccupied orbital energy (eV): -10.92
Kohn-Sham gap (eV): 5.25
Spin multiplicity: 1

Last column: Löwdin charge in e.
Element x y z (Å)
Mo  -1.0061  -0.7788  -0.3772  2.06
O  -2.1861  0.1575  -1.3863  -0.18
C  -2.6301  1.4331  -1.3471  -0.25
C  -3.0678  2.0571  -2.4993  0.03
C  -3.4804  3.3704  -2.4167  0.02
C  -3.4965  4.0578  -1.1904  0.00
C  -3.1281  3.4152  -0.0363  0.01
C  -2.6752  2.0822  -0.0794  -0.13
C  -2.5835  1.3208  1.1245  0.02
N  -2.1129  0.0988  1.1532  -0.14
N  -2.4920  -0.7199  2.1868  0.14
C  -2.4023  -1.9520  1.7799  -0.32
O  -1.9218  -2.1408  0.5164  -0.19
C  -2.7436  -3.1007  2.5857  -0.17
C  -3.2682  -2.9166  3.8681  0.00
C  -3.5828  -4.0220  4.6317  -0.03
C  -3.3820  -5.3018  4.1221  -0.02
C  -2.8631  -5.4858  2.8464  -0.04
C  -2.5430  -4.3864  2.0737  -0.01
H  -3.0749  1.5158  -3.4364  0.14
H  -3.8124  3.8735  -3.3166  0.14
H  -3.8339  5.0849  -1.1534  0.13
H  -3.1998  3.9192  0.9223  0.14
H  -3.0606  1.6839  2.0303  0.17
H  -3.4341  -1.9164  4.2478  0.12
H  -3.9933  -3.8932  5.6238  0.12
H  -3.6409  -6.1638  4.7232  0.13
H  -2.7179  -6.4852  2.4588  0.12
H  -2.1528  -4.5175  1.0726  0.12
O  -0.1320  -1.9237  -1.4125  -0.21
C  0.8739  -2.8663  -1.5439  -0.23
C  1.0446  -3.5248  -2.7398  0.03
C  2.0870  -4.4292  -2.8368  0.00
C  2.9302  -4.6456  -1.7507  -0.01
C  2.7304  -3.9680  -0.5579  0.01
C  1.6810  -3.0660  -0.4279  -0.07
C  1.4232  -2.3299  0.8138  -0.20
N  0.5405  -1.3388  1.0234  -0.03
C  0.6652  -0.9338  2.3495  -0.09
C  1.6250  -1.6775  2.9362  0.00
N  2.0815  -2.5355  1.9607  0.16
H  0.3724  -3.3357  -3.5668  0.14
H  2.2430  -4.9660  -3.7644  0.14
H  3.7497  -5.3468  -1.8345  0.13
H  3.4104  -4.1511  0.2663  0.13
H  0.0504  -0.1664  2.7850  0.11
H  2.0061  -1.6805  3.9448  0.15
H  2.7877  -3.2422  2.1014  0.18
C  4.0096  5.4241  -2.8046  0.00
C  3.1998  4.4087  -2.0772  -0.16
C  2.5747  3.3545  -2.7741  0.04
C  1.8137  2.4185  -2.1362  -0.14
C  1.1821  1.3129  -2.9333  0.00
C  1.6394  2.5426  -0.7038  -0.08
C  0.7930  1.7551  0.0189  -0.06
O  0.0641  0.7808  -0.4620  -0.26
C  2.3219  3.5990  0.0294  -0.15
C  2.2484  3.7244  1.5308  -0.02
C  3.0687  4.4939  -0.6786  0.03
H  4.1008  5.2093  -3.8654  0.10
H  5.0065  5.4998  -2.3624  0.12
H  3.5538  6.4119  -2.6808  0.12
H  2.7148  3.2860  -3.8470  0.14
H  1.5306  1.3465  -3.9621  0.10
H  0.0926  1.4086  -2.9453  0.09
H  1.4312  0.3355  -2.5200  0.08
H  0.6754  1.9370  1.0809  0.13
H  1.2457  4.0007  1.8694  0.10
H  2.9232  4.5042  1.8745  0.10
H  2.5381  2.7964  2.0277  0.10
H  3.5874  5.2879  -0.1530  0.14

---

[3]
The following is a DFT calculation (wB97M-V/def2-TZVPD) of a 6-piece molecular cluster, C31H76N4O9 overall in a non-equilibrium geometry.

## Properties
E_HOMO (alpha / beta) (Eh): -0.3623 / -0.3623
Total charge: +1
Lowest unoccupied orbital energy (alpha / beta) (eV): -2.70 / -7.11
Kohn-Sham gap (alpha / beta) (eV): 7.16 / 2.75
Spin multiplicity: 2

Last column: Löwdin charge in e.
Element x y z (Å)
C  2.9372  -6.7236  -0.2274  -0.08
C  3.8736  -6.3178  0.9051  -0.32
O  5.1628  -6.0028  0.4067  -0.10
H  1.9125  -6.9716  0.0494  0.08
H  3.3325  -7.6758  -0.5810  0.07
H  3.0490  -5.9123  -0.9468  0.05
H  3.7946  -7.0741  1.6860  0.11
H  3.3135  -5.4459  1.2432  0.10
H  5.7624  -5.7909  1.1258  0.04
C  -1.4059  -5.4782  -3.2265  -0.10
C  -2.6627  -5.6359  -4.0788  -0.30
O  -3.6947  -5.7871  -3.1101  -0.09
H  -1.1429  -6.3467  -2.6226  0.09
H  -1.4406  -4.6093  -2.5692  0.06
H  -0.5901  -5.2651  -3.9173  0.06
H  -2.6121  -6.4746  -4.7732  0.11
H  -2.9733  -4.8007  -4.7065  0.11
H  -3.8261  -4.8812  -2.8208  0.07
C  -6.7752  4.7247  -2.5307  -0.01
C  -5.2224  4.8531  -2.6924  -0.42
C  -4.6863  4.2065  -1.3900  -0.15
C  -3.2157  3.8794  -1.4632  -0.17
C  -2.8609  3.0298  -2.6893  -0.10
C  -3.3487  3.6497  -4.0499  -0.40
N  -4.7613  4.1413  -3.9245  0.14
O  -5.4077  4.6651  -5.1024  0.10
C  -2.2443  4.7630  -4.3428  0.02
C  -3.2924  2.7071  -5.2397  -0.03
C  -4.8374  6.3748  -2.6276  0.01
H  -7.1665  5.3660  -1.7409  0.11
H  -6.9445  3.6605  -2.3665  0.09
H  -7.2824  5.0763  -3.4291  0.08
H  -4.8842  4.9389  -0.6073  0.13
H  -5.1372  3.2791  -1.0367  0.13
H  -3.0461  3.1855  -0.6398  0.12
H  -2.7081  4.8427  -1.4147  0.12
H  -3.0383  1.9549  -2.6570  0.13
H  -1.7714  3.0284  -2.6548  0.13
H  -1.4192  4.1947  -4.7722  0.09
H  -2.5547  5.4215  -5.1540  0.10
H  -1.7877  5.1494  -3.4316  0.09
H  -3.8554  3.1414  -6.0658  0.09
H  -2.3359  2.3750  -5.6433  0.11
H  -3.8624  1.7943  -5.0660  0.09
H  -5.3187  7.0245  -3.3587  0.10
H  -3.7614  6.5053  -2.7430  0.07
H  -4.9231  6.9272  -1.6919  0.10
H  -6.1422  4.0586  -5.2223  0.14
C  1.4526  -3.5943  -2.2920  -0.08
O  1.5158  -2.1726  -2.0642  -0.22
C  1.5932  -1.6900  -0.7163  -0.17
C  1.0910  -0.2738  -1.1113  -0.22
N  0.8490  0.5861  0.0202  -0.07
C  -0.4141  0.1742  0.6668  -0.16
C  -1.0358  1.2700  1.6311  -0.21
O  -2.3074  1.0015  2.1380  -0.19
C  -2.9074  1.8618  2.9888  -0.15
H  1.0753  -3.9747  -3.2413  0.07
H  0.6941  -4.0307  -1.6421  0.07
H  2.3009  -4.2144  -2.0022  0.05
H  2.5568  -1.8050  -0.2199  0.11
H  0.8693  -2.2283  -0.1045  0.11
H  0.2336  -0.3519  -1.7797  0.11
H  1.7636  0.1027  -1.8820  0.12
H  1.5927  0.7476  0.6842  0.11
H  -0.0824  -0.7017  1.2244  0.11
H  -1.2686  -0.0031  0.0137  0.12
H  -1.1394  2.2446  1.1540  0.10
H  -0.3470  1.5520  2.4274  0.11
H  -2.8627  2.8356  2.5011  0.08
H  -2.5970  1.9338  4.0312  0.07
H  -3.9818  1.6804  3.0149  0.10
C  5.6441  -5.8647  -3.2774  -0.13
O  4.8670  -4.7297  -3.4081  -0.21
C  5.5590  -3.5544  -3.1109  -0.19
C  5.1624  -3.0202  -1.6685  -0.16
N  6.0753  -3.4645  -0.5591  -0.04
C  5.5565  -2.9731  0.7335  -0.22
C  6.3291  -3.2462  2.0155  -0.14
O  6.0874  -4.6887  2.3385  -0.25
C  7.0152  -5.0841  3.3729  -0.08
H  5.8997  -5.9147  -2.2189  0.08
H  6.5530  -5.9131  -3.8770  0.08
H  5.1261  -6.7199  -3.7115  0.09
H  5.0474  -2.9361  -3.8485  0.12
H  6.6363  -3.6600  -3.2395  0.12
H  4.1094  -3.2707  -1.5401  0.07
H  4.9677  -1.9487  -1.7133  0.10
H  6.1011  -4.4737  -0.5300  0.06
H  4.5840  -3.4372  0.8977  0.10
H  5.5137  -1.8860  0.6655  0.12
H  5.8259  -2.6516  2.7779  0.12
H  7.3905  -3.0091  2.0884  0.12
H  8.0135  -4.9714  2.9500  0.09
H  6.8715  -6.1560  3.5082  0.09
H  6.8597  -4.5311  4.2993  0.09
C  -1.2228  0.4259  5.5210  -0.13
O  -0.4061  1.5421  5.2734  -0.19
C  0.1190  2.1441  6.4192  -0.22
C  0.7427  3.5106  6.1089  -0.21
N  -0.1487  4.6659  5.9004  -0.03
C  -0.3283  4.9421  4.4670  -0.19
C  -1.7474  5.4560  4.0962  -0.20
O  -2.7451  4.7322  4.8052  -0.21
C  -4.0513  5.1576  4.5990  -0.12
H  -1.3345  0.0493  4.5043  0.08
H  -2.1674  0.5027  6.0595  0.10
H  -0.7482  -0.4391  5.9844  0.09
H  0.9758  1.6173  6.8394  0.12
H  -0.6983  2.2459  7.1332  0.13
H  1.6134  3.4300  5.4580  0.12
H  1.3255  3.6952  7.0114  0.10
H  -1.0194  4.4421  6.3608  0.09
H  -0.1189  4.0505  3.8760  0.09
H  0.3843  5.6422  4.0308  0.11
H  -1.9649  5.3168  3.0372  0.10
H  -1.8076  6.5339  4.2467  0.12
H  -4.4338  5.5417  5.5446  0.09
H  -4.6990  4.2998  4.4181  0.08
H  -4.1568  5.9254  3.8325  0.09

---

[4]
The following is a DFT calculation (wB97M-V/def2-TZVPD) of C5H9N3OS as an isolated structure in a non-equilibrium geometry.

## Properties
E_HOMO (Eh): -0.3203
Total charge: 0
Lowest unoccupied orbital energy (eV): 0.56
Kohn-Sham gap (eV): 9.28
Spin multiplicity: 1

Last column: Löwdin charge in e.
Element x y z (Å)
C  0.9951  -0.2887  -0.3117  -0.23
C  1.6316  0.9425  -0.3643  -0.06
C  -0.5813  1.3103  0.3481  -0.02
C  1.1924  3.0687  0.5842  -0.06
C  -2.4127  -2.0002  -0.1045  -0.13
N  -0.3308  -0.0777  -0.0057  -0.17
N  -0.0028  -2.7741  0.2260  -0.24
N  0.6503  1.8144  0.0703  -0.21
O  -0.5115  -1.8200  -2.1175  -0.29
S  -0.7697  -1.8009  -0.7026  0.73
H  1.5396  -1.2456  -0.4650  0.11
H  2.5887  1.3000  -0.5793  0.10
H  0.4931  3.7278  1.0792  0.08
H  2.0140  2.8830  1.2742  0.09
H  1.6703  3.6331  -0.1619  0.07
H  -2.6085  -1.0199  0.3307  0.07
H  -3.0447  -2.4317  -0.8766  0.08
H  -2.2306  -2.7252  0.5515  -0.01
H  -0.2825  -2.4957  1.2250  0.07

---

[5]
The following is a DFT calculation (wB97M-V/def2-TZVPD) of C28H32N4O4 in the gas phase.

## Properties
E_HOMO (Eh): -0.3217
Total charge: 0
Lowest unoccupied orbital energy (eV): 0.73
Kohn-Sham gap (eV): 9.48
Spin multiplicity: 1

Last column: Löwdin charge in e.
Element x y z (Å)
C  -5.4566  -1.8739  -0.0888  -0.11
O  -4.2079  -1.5752  -0.6586  -0.20
C  -3.5637  -2.6678  -1.2775  -0.20
C  -2.8948  -3.6130  -0.2699  -0.14
N  -1.8695  -2.8945  0.4518  0.09
C  -0.5688  -3.0657  0.1495  -0.46
O  -0.1288  -4.0310  -0.4381  0.07
C  0.4066  -2.0232  0.7385  -0.11
C  -0.1790  -0.8185  1.4275  -0.17
C  0.2331  -0.4990  2.7152  -0.02
C  -0.2454  0.6320  3.3520  -0.04
C  -1.1548  1.4707  2.7226  -0.27
C  -1.6905  2.6927  3.4034  -0.04
C  -1.5699  1.1463  1.4366  -0.02
C  -1.0819  0.0284  0.7882  -0.03
N  1.3072  -1.6106  -0.3419  0.06
C  0.8213  -1.4052  -1.5811  -0.42
O  -0.3725  -1.4693  -1.8316  0.06
C  1.8432  -1.1173  -2.6680  -0.06
C  1.3657  0.0457  -3.5468  -0.08
C  1.2102  1.2765  -2.6708  -0.46
O  2.1580  1.9328  -2.2951  0.06
N  -0.0825  1.5369  -2.3287  0.16
C  -0.5854  2.5844  -1.5677  -0.30
C  0.2079  3.4521  -0.8161  0.01
C  -0.4261  4.4521  -0.1039  -0.06
C  -1.8089  4.5612  -0.1600  -0.09
C  -2.4998  3.6463  -0.9374  -0.16
N  -1.9098  2.6833  -1.6213  0.12
C  2.6483  -1.3530  0.0519  -0.23
C  3.5100  -2.4100  0.3149  -0.01
C  4.8029  -2.1389  0.7237  -0.07
C  5.2327  -0.8297  0.8658  -0.04
C  4.3752  0.2325  0.6106  -0.26
C  4.8170  1.6552  0.7538  -0.04
C  3.0725  -0.0430  0.2150  0.03
H  -6.1300  -2.3270  -0.8267  0.09
H  -5.8744  -0.9259  0.2455  0.09
H  -5.3722  -2.5487  0.7708  0.08
H  -2.7835  -2.2279  -1.9040  0.12
H  -4.2700  -3.2270  -1.9067  0.12
H  -2.4127  -4.4378  -0.7972  0.12
H  -3.6249  -4.0129  0.4403  0.12
H  -2.1612  -1.9941  0.8080  0.12
H  1.0269  -2.5754  1.4564  0.16
H  0.9419  -1.1376  3.2237  0.12
H  0.0959  0.8651  4.3507  0.11
H  -1.0962  2.9452  4.2780  0.08
H  -1.6921  3.5386  2.7183  0.06
H  -2.7183  2.5222  3.7246  0.09
H  -2.2837  1.7798  0.9323  0.10
H  -1.4016  -0.1813  -0.2210  0.10
H  2.8189  -0.8881  -2.2434  0.11
H  1.9271  -2.0215  -3.2758  0.14
H  0.4229  -0.2182  -4.0248  0.12
H  2.1184  0.2532  -4.3082  0.13
H  -0.8077  0.9198  -2.6753  0.14
H  1.2783  3.3422  -0.8076  0.10
H  0.1548  5.1419  0.4913  0.11
H  -2.3332  5.3332  0.3813  0.10
H  -3.5785  3.6775  -1.0214  0.11
H  3.1629  -3.4240  0.1855  0.12
H  5.4831  -2.9530  0.9251  0.10
H  6.2484  -0.6317  1.1763  0.11
H  4.3589  2.1028  1.6357  0.09
H  4.5014  2.2302  -0.1145  0.08
H  5.8972  1.7229  0.8537  0.08
H  2.3883  0.7670  0.0111  0.12

---

[6]
The following is a DFT calculation (wB97M-V/def2-TZVPD) of C24H19AsO4Pt as an isolated structure in a non-equilibrium geometry.

## Properties
E_HOMO (alpha / beta) (Eh): -0.5291 / -0.5526
Total charge: +2
Lowest unoccupied orbital energy (alpha / beta) (eV): -7.46 / -10.51
Kohn-Sham gap (alpha / beta) (eV): 6.93 / 4.53
Spin multiplicity: 3

Last column: Löwdin charge in e.
Element x y z (Å)
Pt  -0.0589  0.4210  -1.7591  0.89
O  -0.1044  3.4239  -2.6404  0.21
C  -0.1035  2.3299  -2.2701  -0.19
C  -0.0991  -1.5471  -2.2500  -0.15
O  -0.3665  -2.6668  -2.1014  0.19
C  1.9690  0.3874  -1.9209  -0.19
O  2.9716  0.2610  -2.4942  0.18
C  -2.0732  0.3414  -1.9555  -0.21
O  -2.9984  0.2578  -2.6595  0.18
C  0.0077  0.6117  -6.1061  -0.08
H  -0.9295  1.1930  -6.0604  0.06
H  0.9562  1.1731  -6.0425  0.06
C  -0.0036  -0.7278  -6.0329  -0.08
H  0.9326  -1.2969  -5.8949  0.06
H  -0.9489  -1.2879  -5.9392  0.06
C  -0.6933  3.9991  3.1081  -0.03
C  0.0185  4.0466  1.9034  -0.04
C  0.1800  2.8735  1.1500  -0.13
C  -0.3151  1.6585  1.6464  -0.36
C  -1.1750  1.6484  2.7575  -0.08
C  -1.3543  2.8269  3.4947  -0.03
As  0.0603  -0.0032  0.6564  1.31
C  1.7895  -0.7447  1.2991  -0.34
C  2.3027  -1.8989  0.6934  -0.13
C  3.6457  -2.2706  0.8585  -0.04
C  4.5270  -1.4334  1.5650  -0.02
C  4.0232  -0.2617  2.1598  -0.03
C  2.6816  0.1085  1.9757  -0.08
C  -1.5493  -1.0584  1.0483  -0.37
C  -1.2397  -2.3715  1.4276  -0.10
C  -2.2738  -3.2974  1.6109  -0.03
C  -3.5973  -2.9071  1.3838  -0.02
C  -3.8874  -1.6122  0.9481  -0.03
C  -2.8404  -0.7489  0.6277  -0.12
H  -0.7127  4.8771  3.7542  0.13
H  0.4788  4.9785  1.5588  0.12
H  0.6825  2.8889  0.1776  0.07
H  -1.6865  0.7235  3.0362  0.11
H  -1.9761  2.8111  4.3902  0.13
H  1.6719  -2.4589  0.0028  0.09
H  4.0203  -3.2103  0.4325  0.13
H  5.5889  -1.6950  1.6462  0.13
H  4.6904  0.3648  2.7676  0.13
H  2.3560  1.1073  2.2773  0.11
H  -0.1946  -2.6883  1.4734  0.09
H  -2.0384  -4.3138  1.9464  0.13
H  -4.4046  -3.6224  1.5400  0.13
H  -4.9203  -1.2864  0.8543  0.13
H  -3.0097  0.0967  -0.0446  0.07